[1]
C14H35BN8O5P | ωB97M-V with the def2-TZVPD basis set

Geometry as ORCA input:
```
! wB97M-V def2-TZVPD RIJCOSX def2/J DEFGRID3
* xyz 1 1
C 4.54 -0.98 -2.58
O 3.87 -2.13 -3.22
C 2.87 -1.71 -4.21
N 1.95 -2.86 -4.47
N 2.36 -3.57 -5.61
C 1.49 -4.78 -5.91
N 0.52 -4.64 -4.76
C 0.73 -3.44 -3.84
N 0.07 -2.97 -2.76
B 0.34 -1.73 -1.93
O -0.68 -0.66 -1.95
O 1.64 -1.68 -1.20
C 1.48 -1.04 0.12
N -1.03 -3.69 -2.31
C -0.71 -5.06 -1.81
C -2.25 -3.57 -3.14
C -3.65 -3.11 -2.34
O -2.41 -3.81 -4.45
H 5.71 -1.17 -2.72
H 4.35 -1.08 -1.41
H 4.23 0.06 -3.01
H 3.47 -1.46 -5.21
H 2.33 -0.68 -3.93
H 3.17 -3.37 -6.24
H 1.55 -5.60 -6.74
H -1.20 -0.71 -2.83
H 0.78 -0.11 0.14
H 1.21 -1.87 0.94
H 2.57 -0.65 0.43
H -0.88 -5.84 -2.67
H -1.49 -5.33 -0.95
H 0.40 -5.10 -1.38
H -4.58 -3.02 -3.07
H -3.50 -2.17 -1.66
H -3.90 -4.05 -1.64
O 1.24 2.45 3.67
P -0.16 2.70 3.06
N 0.00 4.37 2.94
C -0.62 5.38 3.77
C 1.16 4.90 2.23
N -0.95 2.22 4.51
C -0.74 2.94 5.76
C -0.78 0.79 4.78
N -1.77 2.98 2.36
C -1.79 3.08 0.90
C -3.04 2.50 2.87
H -1.66 5.13 4.00
H -0.66 6.35 3.26
H -0.07 5.52 4.70
H 0.86 5.69 1.54
H 1.65 4.13 1.63
H 1.90 5.31 2.93
H 0.31 3.11 5.98
H -1.18 2.41 6.61
H -1.27 3.90 5.75
H 0.21 0.55 5.17
H -0.93 0.21 3.86
H -1.53 0.43 5.49
H -2.42 3.92 0.60
H -2.17 2.16 0.44
H -0.80 3.26 0.49
H -3.23 2.88 3.88
H -3.08 1.41 2.87
H -3.88 2.87 2.27
*
```

Results
Largest force on an atom (eV/Å): 9.601
Energy (eV): -47192.7305
HOMO-LUMO gap (eV): 5.5
LUMO level (Ha): -0.14336

These are the Mulliken partial charges, in e, on atoms 1 to 4: C -0.5425; O -0.3075; C -0.3331; N 0.4690



[2]
C30H51BrClF2N4O4S2 | ωB97M-V with the def2-TZVPD basis set

Geometry as ORCA input:
```
! wB97M-V def2-TZVPD RIJCOSX def2/J DEFGRID3
* xyz 1 1
C -6.80 0.54 2.27
C -5.52 0.93 2.41
C -5.20 2.41 2.29
F -6.20 3.18 2.76
N -5.16 2.64 0.77
C -3.84 2.50 0.40
N -3.52 2.16 -0.81
Br -4.87 1.94 -2.06
C -2.10 1.93 -1.24
C -1.94 1.20 -2.57
C -0.44 0.83 -2.73
C -0.29 -0.58 -3.34
C 1.12 -1.15 -3.02
C 1.79 -1.71 -4.28
C 3.30 -1.95 -4.02
C 3.79 -3.31 -4.56
C 5.12 -3.67 -3.88
C 5.95 -4.70 -4.66
C 7.27 -5.00 -3.92
C 7.22 -6.26 -3.04
C 6.41 -6.12 -1.74
C 6.79 -4.91 -0.86
C 7.16 -5.35 0.56
C 8.50 -6.09 0.61
N -2.91 2.73 1.47
S -1.91 4.08 1.23
O -1.78 4.79 2.44
O -0.72 3.71 0.57
F -2.80 4.87 0.21
C -3.82 2.92 2.66
C -3.20 2.71 4.04
C -3.37 1.34 4.69
C -2.68 1.34 6.06
C -2.01 0.00 6.39
S -0.27 0.14 5.98
O 0.39 -1.12 6.10
O -0.20 0.78 4.69
Cl 0.48 1.43 7.37
H -7.25 -0.21 2.91
H -7.42 1.04 1.54
H -4.73 0.21 2.61
H -5.49 3.60 0.59
H -1.64 2.91 -1.33
H -1.64 1.34 -0.45
H -2.58 0.33 -2.64
H -2.21 1.91 -3.35
H -0.01 0.82 -1.72
H 0.09 1.59 -3.30
H -0.43 -0.48 -4.42
H -1.07 -1.21 -2.93
H 1.04 -1.90 -2.23
H 1.72 -0.33 -2.65
H 1.68 -0.98 -5.08
H 1.33 -2.66 -4.56
H 3.45 -1.93 -2.94
H 3.88 -1.17 -4.51
H 3.02 -4.04 -4.35
H 3.95 -3.19 -5.63
H 4.91 -4.07 -2.89
H 5.71 -2.75 -3.81
H 5.35 -5.60 -4.79
H 6.21 -4.29 -5.63
H 8.04 -5.19 -4.68
H 7.61 -4.14 -3.36
H 6.74 -7.04 -3.64
H 8.22 -6.62 -2.78
H 6.60 -7.02 -1.16
H 5.34 -6.12 -1.97
H 7.61 -4.32 -1.27
H 5.92 -4.25 -0.79
H 7.21 -4.50 1.24
H 6.36 -6.01 0.91
H 8.78 -6.20 1.66
H 8.42 -7.11 0.22
H 9.25 -5.52 0.07
H -3.98 4.01 2.65
H -3.51 3.50 4.72
H -2.12 2.86 3.91
H -4.44 1.19 4.86
H -3.05 0.51 4.05
H -3.38 1.65 6.84
H -1.91 2.11 6.03
H -2.05 -0.17 7.46
H -2.40 -0.85 5.84
N -7.76 8.21 1.37
C -7.40 7.18 2.12
C -6.27 6.41 1.89
C -5.46 6.74 0.81
C -5.82 7.82 0.02
C -6.97 8.52 0.34
H -8.07 6.95 2.95
H -6.03 5.58 2.54
H -4.57 6.17 0.60
H -5.21 8.11 -0.83
H -7.28 9.37 -0.25
*
```

Results
Largest force on an atom (eV/Å): 3.757
Energy (eV): -155747.2172
HOMO-LUMO gap (eV): 7.5
LUMO level (Ha): -0.15181

These are the Mulliken partial charges, in e, on atoms 1 to 4: C -1.0089; C -0.3489; C 1.0513; F -0.3342



[3]
C4H7ClO | ωB97M-V with the def2-TZVPD basis set

Geometry as ORCA input:
```
! wB97M-V def2-TZVPD RIJCOSX def2/J DEFGRID3
* xyz 0 1
Cl 2.27 0.04 -0.62
C 0.91 0.20 0.53
C -0.02 -1.00 0.43
C -0.95 -0.62 -0.81
O -0.99 0.78 -0.81
C -0.01 1.33 0.08
H 1.33 0.36 1.51
H -0.61 -1.01 1.32
H 0.47 -1.93 0.22
H -0.44 -1.01 -1.71
H -1.91 -1.12 -0.72
H 0.55 2.16 -0.34
H -0.60 1.81 0.92
*
```

Results
Largest force on an atom (eV/Å): 2.883
Energy (eV): -18830.9494
HOMO-LUMO gap (eV): 10.7
LUMO level (Ha): 0.03345

These are the Mulliken partial charges, in e, on atoms 1 to 4: Cl -0.2092; C 0.1729; C -0.7977; C -0.3984



[4]
C20H21NO5S | ωB97M-V with the def2-TZVPD basis set

Geometry as ORCA input:
```
! wB97M-V def2-TZVPD RIJCOSX def2/J DEFGRID3
* xyz 0 1
C -6.08 -1.72 1.14
C -5.55 -0.54 0.38
C -6.37 0.11 -0.55
C -5.90 1.21 -1.25
C -4.62 1.67 -1.04
C -3.78 1.03 -0.13
C -2.41 1.58 0.04
O -2.17 2.74 -0.18
C -1.33 0.60 0.47
C 0.02 1.30 0.61
C 1.10 0.30 1.01
N 1.17 -0.83 0.11
S 2.06 -0.54 -1.29
O 1.85 -1.65 -2.16
O 1.86 0.78 -1.81
C 3.71 -0.64 -0.60
C 4.16 -1.88 -0.16
C 5.43 -1.99 0.38
C 6.24 -0.87 0.48
C 5.78 0.37 0.03
C 6.68 1.54 0.15
O 7.80 1.50 0.60
O 6.13 2.68 -0.28
C 4.50 0.48 -0.52
C -0.09 -1.50 -0.09
C -1.19 -0.54 -0.55
C -4.26 -0.07 0.58
H -6.33 -2.53 0.45
H -5.35 -2.08 1.85
H -6.99 -1.45 1.68
H -7.37 -0.25 -0.71
H -6.55 1.71 -1.96
H -4.24 2.53 -1.57
H -1.61 0.17 1.44
H 0.29 1.76 -0.34
H -0.04 2.09 1.36
H 0.91 -0.10 2.01
H 2.09 0.77 1.01
H 3.50 -2.73 -0.26
H 5.79 -2.95 0.73
H 7.23 -0.93 0.90
H 6.75 3.42 -0.19
H 4.13 1.42 -0.89
H -0.38 -1.98 0.85
H 0.08 -2.27 -0.85
H -0.89 -0.12 -1.52
H -2.13 -1.07 -0.68
H -3.64 -0.56 1.31
*
```

Results
Largest force on an atom (eV/Å): 1.061
Energy (eV): -43644.3161
HOMO-LUMO gap (eV): 9.3
LUMO level (Ha): 0.00010

These are the Mulliken partial charges, in e, on atoms 1 to 4: C -1.5377; C 0.5305; C -0.4837; C -0.6297



[5]
C12H17BN6NiO2 | ωB97M-V with the def2-TZVPD basis set

Geometry as ORCA input:
```
! wB97M-V def2-TZVPD RIJCOSX def2/J DEFGRID3
* xyz 0 3
H 1.42 3.52 0.88
N 1.18 1.84 -0.41
B 0.23 0.40 -2.39
N 0.67 1.72 -1.69
C 0.71 2.93 -2.27
Ni 1.87 0.61 0.76
H 0.47 3.02 -3.32
C 1.07 3.88 -1.32
H 1.15 4.94 -1.48
C 1.27 3.18 -0.13
H 0.41 0.51 -3.57
C -1.90 -3.04 3.20
H -1.14 -3.69 3.65
H -1.39 -2.30 2.56
H -2.57 -3.65 2.57
N -1.33 0.02 -2.23
N 1.23 -0.62 -1.82
N -1.83 -0.12 -0.99
N 1.79 -0.65 -0.55
C -2.35 -0.23 -3.14
C 1.78 -1.64 -2.53
H -2.20 -0.18 -4.21
H 1.55 -1.72 -3.58
C -3.50 -0.52 -2.42
C 2.58 -2.39 -1.68
C -3.12 -0.43 -1.06
C 2.52 -1.79 -0.43
H -4.48 -0.75 -2.77
H 3.13 -3.28 -1.95
H -3.73 -0.56 -0.17
H 2.88 -2.10 0.55
H -2.46 -2.54 3.97
C 0.62 0.78 4.64
C 0.52 0.81 3.14
O 1.72 0.71 2.55
O -0.58 0.96 2.60
H 1.60 0.43 4.98
H -0.20 0.16 5.03
H 0.45 1.78 5.04
*
```

Results
Largest force on an atom (eV/Å): 3.653
Energy (eV): -67475.4992
HOMO-LUMO gap (spin up / spin down) (eV): 8.7 / 7.6
⟨S²⟩: 2.006
LUMO level (spin up / spin down) (Ha): 0.00746 / -0.03481

These are the Mulliken partial charges, in e, on atoms 1 to 4: H 0.4654; N 0.1147; B 0.5035; N 0.2088



[6]
C7H12O5Tl | ωB97M-V with the def2-TZVPD basis set

Geometry as ORCA input:
```
! wB97M-V def2-TZVPD RIJCOSX def2/J DEFGRID3
* xyz -1 1
O 1.82 2.29 -0.03
C 1.02 2.70 0.91
C -0.23 2.19 1.13
O -0.61 1.06 0.40
C -1.68 1.24 -0.50
C -2.96 0.64 0.03
O -2.84 -0.62 0.64
C -2.74 -1.72 -0.24
H 1.30 3.57 1.54
H -1.03 2.73 1.64
H -1.45 0.78 -1.48
H -1.83 2.32 -0.71
H -3.36 1.32 0.79
H -3.69 0.59 -0.80
H -3.44 -2.49 0.11
H -3.00 -1.43 -1.27
H -1.72 -2.12 -0.26
O 1.85 -1.75 -0.10
C 3.08 -2.26 0.11
C 4.17 -1.47 -0.54
O 4.01 -0.29 -0.84
Tl 1.65 0.39 -0.57
H 3.21 -3.30 -0.32
H 5.08 -2.02 -0.86
H 3.42 -2.33 1.23
*
```

Results
Largest force on an atom (eV/Å): 6.042
Energy (eV): -22380.7149
HOMO-LUMO gap (eV): 5.1
LUMO level (Ha): 0.12320

These are the Mulliken partial charges, in e, on atoms 1 to 4: O -0.6544; C -0.1851; C -0.3202; O -0.2791



[7]
C8H13N | ωB97M-V with the def2-TZVPD basis set

Geometry as ORCA input:
```
! wB97M-V def2-TZVPD RIJCOSX def2/J DEFGRID3
* xyz 0 1
C 0.53 -0.67 -2.60
C 0.49 -0.40 -1.32
C 1.20 -1.24 -0.24
C 0.95 -0.52 1.10
C 0.07 0.68 0.81
C 0.28 1.93 1.61
C -0.22 0.70 -0.64
N -1.23 0.48 0.33
C -2.00 -0.77 0.55
H -0.14 -0.18 -3.32
H 1.08 -1.57 -2.99
H 2.30 -1.40 -0.38
H 0.86 -2.24 -0.15
H 1.95 -0.24 1.37
H 0.60 -1.18 1.83
H -0.10 1.87 2.62
H -0.25 2.73 1.09
H 1.31 2.25 1.51
H -0.37 1.61 -1.30
H -2.43 -0.75 1.52
H -1.25 -1.64 0.53
H -2.76 -0.91 -0.26
*
```

Results
Largest force on an atom (eV/Å): 2.942
Energy (eV): -9994.7721
HOMO-LUMO gap (eV): 9.6
LUMO level (Ha): 0.03611

These are the Mulliken partial charges, in e, on atoms 1 to 4: C -0.9942; C 0.4805; C -0.7881; C -1.0731



[8]
C4H7N3O | ωB97M-V with the def2-TZVPD basis set

Geometry as ORCA input:
```
! wB97M-V def2-TZVPD RIJCOSX def2/J DEFGRID3
* xyz 0 1
C -2.88 -0.82 -0.21
C -1.59 -0.86 -0.18
C -0.32 -1.14 0.01
N 0.68 -0.17 0.02
N 2.03 -0.56 0.02
C 0.32 1.18 0.07
N 1.40 2.02 0.15
O -0.81 1.59 0.20
H -3.44 -0.95 -1.12
H -3.48 -0.57 0.65
H 0.04 -2.16 0.09
H 2.32 -0.86 0.95
H 2.21 -1.35 -0.59
H 1.22 3.00 0.06
H 2.30 1.66 -0.12
*
```

Results
Largest force on an atom (eV/Å): 1.518
Energy (eV): -10777.2060
HOMO-LUMO gap (eV): 8.9
LUMO level (Ha): 0.02711

These are the Mulliken partial charges, in e, on atoms 1 to 4: C -0.7936; C 0.0194; C -0.1348; N 0.4503



[9]
C47H35ClF12GeN3O4Sc | ωB97M-V with the def2-TZVPD basis set

Geometry as ORCA input:
```
! wB97M-V def2-TZVPD RIJCOSX def2/J DEFGRID3
* xyz -1 2
Sc 1.08 -0.18 0.88
C -1.11 6.04 3.60
C -0.44 4.95 2.81
C -0.38 4.99 1.42
C 0.24 3.98 0.71
C 0.85 2.87 1.33
N 1.48 1.91 0.55
C 2.18 2.38 -0.55
C 2.92 3.58 -0.40
C 3.60 4.18 -1.43
C 3.61 3.62 -2.70
C 4.35 4.25 -3.85
C 2.95 2.41 -2.85
C 2.26 1.76 -1.83
C 1.71 0.36 -2.12
O 0.95 -0.18 -1.13
C 2.91 -0.60 -2.41
F 3.84 -0.48 -1.46
F 2.52 -1.89 -2.43
F 3.53 -0.38 -3.59
C 0.76 0.38 -3.37
F -0.20 1.29 -3.19
F 0.15 -0.81 -3.52
F 1.32 0.65 -4.56
C 0.72 2.79 2.74
C 0.11 3.84 3.43
C 1.18 1.51 3.48
O 0.81 0.39 2.81
C 2.72 1.56 3.70
F 3.16 0.52 4.44
F 3.39 1.52 2.55
F 3.10 2.69 4.34
C 0.53 1.37 4.89
F 0.94 2.25 5.83
F 0.75 0.15 5.41
F -0.82 1.50 4.83
H -1.05 7.00 3.08
H -0.63 6.16 4.58
H -2.17 5.83 3.78
H -0.83 5.82 0.88
H 0.27 4.04 -0.37
H 2.93 4.03 0.58
H 4.14 5.11 -1.24
H 4.52 5.31 -3.67
H 3.79 4.16 -4.78
H 5.32 3.78 -4.01
H 3.00 1.94 -3.83
H 0.06 3.80 4.51
Cl 5.07 -6.43 2.22
C 4.37 -4.86 1.88
C 5.22 -3.80 1.54
C 4.72 -2.56 1.26
C 3.32 -2.31 1.31
O 2.86 -1.15 1.02
C 2.48 -3.40 1.66
C 1.06 -3.25 1.75
O 0.42 -2.22 1.55
C 3.02 -4.67 1.94
H 6.29 -3.97 1.50
H 5.36 -1.73 1.00
H 0.50 -4.16 2.04
H 2.36 -5.49 2.20
N -2.84 1.91 1.37
C -2.78 1.98 0.00
C -1.76 1.15 -0.36
N -1.20 0.60 0.76
C -1.86 1.08 1.78
H -3.40 2.48 1.98
H -3.44 2.60 -0.58
H -1.39 0.92 -1.35
H -1.65 0.86 2.81
C -2.83 -2.64 2.08
Ge -2.36 -2.24 0.21
C -1.57 -3.83 -0.65
C -2.18 -5.08 -0.59
C -1.58 -6.20 -1.16
C -0.35 -6.07 -1.80
C 0.27 -4.83 -1.86
C -0.34 -3.72 -1.30
C -4.02 -1.69 -0.71
C -5.19 -1.65 0.00
C -6.41 -1.23 -0.59
C -6.43 -0.84 -1.89
C -5.25 -0.83 -2.66
C -5.25 -0.40 -4.01
C -4.09 -0.36 -4.74
C -2.87 -0.76 -4.14
C -2.85 -1.19 -2.84
C -4.03 -1.25 -2.07
H -3.46 -3.53 2.14
H -3.36 -1.81 2.53
H -1.91 -2.81 2.64
H -3.14 -5.20 -0.09
H -2.07 -7.16 -1.10
H 0.12 -6.94 -2.24
H 1.23 -4.72 -2.35
H 0.16 -2.76 -1.35
H -5.21 -1.96 1.04
H -7.31 -1.23 0.01
H -7.36 -0.51 -2.35
H -6.19 -0.09 -4.46
H -4.10 -0.03 -5.77
H -1.95 -0.71 -4.71
H -1.90 -1.47 -2.40
*
```

Results
Largest force on an atom (eV/Å): 1.035
Energy (eV): -184326.4607
HOMO-LUMO gap (spin up / spin down) (eV): 6.3 / 6.0
⟨S²⟩: 0.753
LUMO level (spin up / spin down) (Ha): 0.07646 / 0.06455

These are the Mulliken partial charges, in e, on atoms 1 to 4: Sc -1.2621; C -1.6745; C 0.6864; C -1.1503



[10]
C4H13NO | ωB97M-V with the def2-TZVPD basis set

Geometry as ORCA input:
```
! wB97M-V def2-TZVPD RIJCOSX def2/J DEFGRID3
* xyz 0 1
C -1.33 -1.38 -2.72
C -0.21 -0.88 -1.79
O -0.70 0.05 -0.78
C -0.05 0.21 0.59
C -0.96 1.05 1.40
H -2.02 -1.82 -1.96
H -1.93 -0.66 -3.36
H -0.98 -2.11 -3.38
H 0.43 -0.20 -2.43
H 0.44 -1.81 -1.35
H 0.92 0.70 0.30
H 0.16 -0.78 0.98
H -0.59 1.94 1.86
H -1.58 0.39 2.09
H -1.77 1.29 0.67
N 2.75 0.87 2.77
H 2.92 0.10 2.10
H 3.03 1.89 2.76
H 2.62 0.47 3.66
*
```

Results
Largest force on an atom (eV/Å): 3.724
Energy (eV): -7894.4013
HOMO-LUMO gap (eV): 10.2
LUMO level (Ha): 0.03628

These are the Mulliken partial charges, in e, on atoms 1 to 4: C -1.0495; C -0.2473; O -0.3222; C -0.1672



[11]
C3H14N2O | ωB97M-V with the def2-TZVPD basis set

Geometry as ORCA input:
```
! wB97M-V def2-TZVPD RIJCOSX def2/J DEFGRID3
* xyz 2 1
C -1.32 0.42 0.11
C -0.70 -0.54 -0.92
C 0.73 -0.98 -0.48
N 0.99 -2.46 -0.42
N -0.96 1.88 -0.14
H -1.04 0.07 1.16
H -2.42 0.40 -0.01
H -0.55 -0.03 -1.89
H -1.35 -1.38 -1.12
H 1.59 -0.48 -0.98
H 0.77 -0.63 0.57
H 1.86 -2.69 0.07
H 0.15 -3.00 -0.15
H 1.29 -2.84 -1.33
H -1.70 2.45 0.30
H -1.00 2.14 -1.13
H -0.08 2.18 0.36
H 1.80 2.23 1.64
H 0.95 1.56 2.66
O 1.00 1.68 1.69
*
```

Results
Largest force on an atom (eV/Å): 2.190
Energy (eV): -8349.3058
HOMO-LUMO gap (eV): 13.1
LUMO level (Ha): -0.24781

These are the Mulliken partial charges, in e, on atoms 1 to 4: C -0.6532; C -0.5393; C -0.5281; N -0.2972